Entry 1:
ORCA calculation (ωB97M-V/def2-TZVPD) on 2 unconnected molecules or ions with the total composition C15H33N2O2S.

charge	+1
HOMO-LUMO gap	9.6	eV
HOMO energy	-11.93	eV
multiplicity	1

Geometry (Å):
H  -5.11160  -2.46742  -0.09031
C  -4.55270  -1.56656  0.19125
H  -2.90836  0.42444  -0.50967
H  0.17945  -1.18990  -0.09900
H  2.71326  2.14093  -0.02258
H  -3.10605  -0.01684  2.27024
O  6.67567  2.10028  -2.27191
H  -3.01138  1.96016  1.33583
C  -2.62703  -0.91267  1.87229
O  6.60437  -0.16786  -2.70232
H  -6.05548  -0.18019  -0.48428
C  -2.03698  1.89439  0.84241
H  -3.19659  -2.87394  1.25274
C  -0.94174  1.72440  1.88169
H  -1.91992  2.81288  0.26499
N  -1.52797  -0.46706  0.90095
C  -5.56176  -0.45581  0.45146
H  4.06488  2.14302  -2.63531
H  0.48657  0.27098  1.21289
H  -3.96265  -1.31533  -0.68514
H  -4.35432  -2.07586  2.24446
H  -1.36236  -4.21537  -0.19999
H  -1.88223  -4.14887  -1.88502
H  -5.08844  0.44008  0.86020
N  7.01626  0.32838  -0.47148
S  2.96319  0.02196  -1.24809
H  -0.56323  -2.29313  -1.78327
H  6.13302  0.01001  -0.03350
H  -2.10219  -1.38650  2.70672
H  3.68409  3.59002  -1.53835
H  -2.10981  -1.55247  -1.55186
H  -1.18031  0.76725  -0.79475
H  -1.31503  1.93312  2.88712
H  -2.98311  -3.64604  -0.63549
C  5.80623  2.90563  -1.43462
C  -1.93317  -3.63046  -0.92507
C  -3.67949  -1.90561  1.39640
C  -0.77944  -1.61505  0.21042
C  -1.95942  0.65776  -0.03540
C  -0.45987  0.28744  1.75786
H  -0.56726  -2.36543  0.97649
C  3.63057  1.61088  -0.47674
H  2.30489  0.48592  -2.38046
H  -0.11470  2.41551  1.70279
C  6.73982  0.74533  -1.85309
H  -0.33189  -0.22367  2.71195
H  5.94842  3.99490  -1.78809
C  4.24168  2.58383  -1.60102
C  -1.38752  -2.20930  -1.06569
H  4.33923  1.39691  0.39372
H  6.17374  2.87907  -0.35528
H  -6.33316  -0.79277  1.14694
H  7.30184  1.14858  0.08596

Force components x, y, z for each atom (eV/Å):
0.16 0.07 0.08
-0.29 -0.06 -0.01
0.11 -0.14 -0.02
-0.14 0.15 0.33
1.51 -0.79 -0.55
0.21 0.12 -0.19
-0.55 -1.71 1.84
0.07 -0.01 -0.18
-0.07 -0.06 0.06
0.38 3.76 2.86
0.00 0.05 0.16
-0.50 0.22 -0.02
0.04 0.06 -0.09
0.18 0.27 0.62
-0.03 -0.19 -0.07
0.95 0.41 0.53
-0.05 -0.01 -0.15
0.34 0.63 1.32
-0.23 -0.28 -0.07
0.16 -0.06 -0.08
0.19 0.20 0.07
0.00 0.05 -0.07
0.06 0.04 0.10
-0.06 0.05 0.02
-0.98 2.35 -0.70
0.05 0.45 0.13
-0.02 0.25 0.17
0.78 -0.21 -0.61
0.04 0.13 -0.15
0.87 -1.55 -0.12
0.03 0.05 0.16
-0.04 -0.20 0.10
0.04 0.00 -0.13
0.05 -0.05 0.08
-0.35 1.55 -0.04
-0.43 -0.08 -0.17
0.06 -0.41 -0.25
-0.10 0.50 -0.40
-0.14 -0.22 0.03
-0.15 -0.17 -0.21
-0.20 0.06 -0.05
-1.21 1.23 -0.42
0.72 0.09 1.05
-0.05 -0.16 0.05
-0.41 -3.50 -2.63
-0.06 -0.08 -0.19
0.01 -1.85 0.43
0.40 0.21 0.49
0.26 -0.63 -0.14
-0.92 -0.07 -1.44
-0.75 -0.04 -1.24
0.07 0.12 0.03
0.00 -0.53 -0.29



Entry 2:
ORCA calculation (ωB97M-V/def2-TZVPD) on 3 unconnected molecules or ions with the total composition C4H15NO2.

SMILES	CC(C)CN.O.O
charge	0
HOMO-LUMO gap	9.4	eV
HOMO energy	-8.83	eV
multiplicity	1

Geometry (Å):
C  -1.13004  -3.43966  -0.94894
H  -1.61049  0.07861  -2.79341
H  -2.13861  0.83776  -1.37061
H  -0.44172  -3.81477  -0.18489
C  -0.43962  -1.43202  0.43291
H  -2.91012  -1.89582  -1.83438
C  -2.29225  -1.19254  -1.24990
H  3.94582  2.37447  3.31856
H  0.61427  -1.74106  0.53893
H  -2.92793  -0.97235  -0.38990
O  3.40010  1.82217  2.76147
H  -0.37008  -1.57321  -1.79102
C  -0.94831  -1.89505  -0.92181
H  -0.94922  -3.84458  -1.93122
N  -2.22560  0.05899  -1.98258
H  2.50494  1.86210  3.06198
O  2.40366  4.86251  1.08968
H  -0.44168  -0.34994  0.56449
H  2.95089  4.87608  0.29881
H  -2.11132  -3.66497  -0.52286
H  2.48886  3.94889  1.41500
H  -0.86293  -1.99174  1.27060

Force components x, y, z for each atom (eV/Å):
0.34 1.34 1.46
-0.10 0.07 0.56
0.42 0.64 0.04
0.24 -0.48 -0.53
1.83 -0.57 -0.19
0.24 0.12 -0.04
-0.73 -0.46 -0.74
-0.09 0.20 0.32
-0.02 0.28 -0.19
0.31 -0.22 0.38
0.71 -0.26 -0.90
0.78 -0.11 0.45
-1.71 0.09 -0.20
-0.16 -0.38 -0.13
-0.23 -0.47 -0.38
-0.70 0.14 0.56
0.05 -0.55 0.18
-0.35 -0.05 0.14
0.00 0.04 -0.02
-0.12 -0.21 -0.50
0.03 0.42 -0.15
-0.74 0.41 -0.13



Entry 3:
ORCA calculation (ωB97M-V/def2-TZVPD) on 2 unconnected molecules or ions with the total composition C4H6N2.

charge	0
HOMO-LUMO gap	10.8	eV
HOMO energy	-10.15	eV
multiplicity	1

Geometry (Å):
H  -2.11742  -0.14270  0.93396
C  1.03060  0.20761  0.48498
N  3.36611  -0.62252  -0.11366
C  -0.03968  0.18755  -0.56759
H  0.81740  0.23898  1.58469
C  2.34964  -0.17142  0.17573
H  -2.54370  -0.55380  -1.01508
C  -1.92799  -0.52648  -0.17196
H  0.31398  -0.24212  -1.58355
N  0.49101  1.42375  -0.11465
H  -0.14263  1.72404  0.59570
H  -1.59731  -1.52291  -0.20856

Force components x, y, z for each atom (eV/Å):
-0.22 -0.78 -2.88
-1.46 0.37 2.06
0.05 0.21 0.10
-2.66 -2.92 -0.95
0.05 -0.92 -1.11
1.23 -0.78 -0.60
-1.39 1.57 -0.98
5.10 1.97 2.60
-0.76 1.11 1.71
-0.01 0.73 -1.17
-0.50 0.97 0.29
0.58 -1.52 0.94



Entry 4:
ORCA calculation (ωB97M-V/def2-TZVPD) on ClHN6 in the gas phase.

charge	0
HOMO-LUMO gap (spin up / spin down)	8.5 / 8.5	eV
HOMO energy (spin up / spin down)	-8.47 / -8.47	eV
multiplicity	1

Geometry (Å):
N  0.07909  0.84069  1.20149
N  -0.12248  -0.06382  -0.85085
N  0.35163  -0.39925  1.57508
N  -0.16149  0.96022  -0.05184
N  0.36005  -2.25607  0.17701
N  0.34939  -1.31705  0.78346
H  -0.38295  1.91305  -0.36304
Cl  -0.47325  0.32223  -2.47130

Force components x, y, z for each atom (eV/Å):
-0.43 1.47 -0.93
-0.39 1.49 -1.15
0.47 1.02 2.90
-0.09 0.40 -0.10
0.44 -1.10 1.20
0.03 -3.54 -1.93
0.06 -0.23 0.07
-0.08 0.49 -0.04



Entry 5:
ORCA calculation (ωB97M-V/def2-TZVPD) on 2 unconnected molecules or ions with the total composition C4H10O.

SMILES	C/C=C/C.O
charge	0
HOMO-LUMO gap	9.8	eV
HOMO energy	-8.91	eV
multiplicity	1

Geometry (Å):
H  1.06184  -2.12412  -1.35163
H  -0.68775  -1.98604  0.41690
C  -0.04996  -1.13583  0.18202
H  1.78668  -0.67762  -0.88425
H  -1.22105  -0.74507  2.50281
H  0.24650  -0.56778  -1.86978
H  0.18014  0.17455  3.12504
C  -0.60003  0.07858  2.27231
O  -0.17304  1.68844  -2.03742
H  0.27533  2.55182  -1.69079
C  0.04106  -0.03860  0.95811
C  0.76331  -1.16920  -1.03612
H  0.71501  0.94540  0.71416
H  -1.13268  0.98972  2.47351
H  -0.76600  1.52188  -1.39453

Force components x, y, z for each atom (eV/Å):
-0.19 -1.55 -0.65
0.03 0.26 0.25
0.60 1.74 0.85
-1.52 -0.23 -0.06
-0.71 -0.92 0.27
0.93 -1.24 0.95
-0.82 -0.56 -1.34
1.61 0.87 2.25
4.41 3.72 -2.37
-1.13 -2.40 -1.16
1.02 1.31 -0.42
1.20 2.44 -1.69
-1.43 -2.85 0.08
-0.64 0.56 -0.47
-3.35 -1.17 3.50



Entry 6:
ORCA calculation (ωB97M-V/def2-TZVPD) on 5 unconnected molecules or ions with the total composition C10H33N6O5.

charge	0
HOMO-LUMO gap (spin up / spin down)	2.2 / 9.7	eV
HOMO energy (spin up / spin down)	-1.64 / -9.29	eV
multiplicity	2

Geometry (Å):
N  2.19744  0.32245  4.30656
H  -4.97618  0.34374  0.00516
O  -0.36043  -1.57339  1.49424
H  0.42520  -2.22438  -1.52103
N  1.60715  2.35084  3.83519
H  2.28597  0.59039  5.27634
H  -0.29793  -4.66717  1.60500
H  1.43639  -1.65486  -6.46367
H  1.57578  2.37071  4.84450
O  1.47176  -1.29454  -4.52972
H  -4.64584  0.81102  1.70748
C  1.59256  -0.49841  -3.36225
C  -3.13075  1.48601  0.24884
H  2.24945  -0.62932  3.97262
C  -4.53111  1.09229  0.66067
H  3.02766  0.07550  -1.17260
O  -1.14740  2.91368  0.63640
H  3.25247  -1.58896  -2.56452
O  0.33101  0.62802  -0.00016
H  2.24913  0.35801  -3.51572
N  0.55068  -2.97976  2.95826
C  -0.11501  -2.71045  1.89416
C  1.75727  -0.79826  -5.87091
N  -0.53519  -3.74305  1.27359
H  3.08878  -1.31874  -0.48281
C  -2.34192  2.49577  1.23427
H  -2.57492  -0.53304  0.68656
H  2.84146  -0.70979  -5.94038
H  -0.32877  4.07513  -0.79382
H  -3.17994  1.93338  -0.74391
C  2.21579  -1.45674  -2.25485
H  -0.62452  0.55061  -0.05070
H  0.74853  -0.18142  -0.30359
H  -2.48819  -0.11359  -0.78883
H  1.35386  3.18434  3.32407
H  -3.01003  3.33162  1.44188
H  0.62814  -0.14458  -2.99783
N  -2.31089  0.26714  0.12971
H  -2.21252  2.06709  2.22804
O  1.54321  0.76766  2.21680
H  -1.98049  3.62068  -1.29182
H  -1.24735  -3.55641  0.58215
H  1.25183  -3.22377  -2.80386
H  -5.16966  1.96950  0.55644
N  2.46228  -0.74990  -1.03419
H  1.12849  0.03024  -6.19697
C  -1.32518  3.80861  -0.44132
H  0.27848  -3.79468  3.48922
H  -1.71676  4.74827  -0.05170
C  1.68406  1.10061  3.36291
H  0.65595  0.84240  0.87737
H  1.03490  -2.21530  3.40686
H  1.95857  -3.15995  -1.17127
C  1.36672  -2.61524  -1.90688

Force components x, y, z for each atom (eV/Å):
0.22 -2.30 0.05
0.28 -0.19 0.07
0.00 0.90 -0.63
-0.06 -0.42 0.16
-0.77 1.86 0.76
-0.01 -0.37 -0.18
-0.31 0.07 -0.42
0.24 0.08 -0.25
-0.06 0.75 -0.20
-0.43 0.27 -0.41
0.33 -0.35 -0.03
0.78 -1.26 0.57
0.90 -0.47 1.62
0.30 -0.31 0.83
-0.79 1.35 0.25
-0.09 0.47 -0.27
-0.15 -0.54 -0.24
-0.25 -1.45 -1.17
0.87 1.15 -2.02
0.13 0.15 -0.04
2.63 -0.52 3.82
-0.70 3.76 -0.73
-0.42 -1.43 1.51
-2.10 -3.85 -2.83
-0.23 -0.31 0.53
-2.21 -0.74 -1.21
0.05 0.30 1.02
-0.10 0.65 -0.39
-0.01 -0.36 -0.19
0.13 0.12 0.10
0.91 2.40 -1.74
-2.59 -0.27 0.67
1.32 -1.13 -0.17
0.06 -0.03 -0.55
-0.19 -0.51 -0.12
-0.11 0.51 -0.27
-0.31 0.14 -0.17
0.61 0.09 -1.43
0.70 -0.46 -0.29
-0.62 -0.72 -2.25
0.02 -1.09 0.09
0.10 -0.58 0.00
-0.41 -0.19 0.19
-0.23 0.16 -0.01
-0.47 1.27 1.72
0.39 0.42 0.33
0.61 1.65 0.56
0.44 0.14 0.24
-0.19 0.27 0.27
1.24 1.85 1.03
0.73 0.22 2.10
-0.29 -0.17 0.31
-0.63 -0.38 0.28
0.74 -0.60 -0.87



Relative energy (zero: lowest compared OMol25 entry of this formula, charge and spin) for the records above, in order: 33.4, 27.6, 103.4, 32.9, 41.6, 0.0 kcal per mole